{"formula": "C4H7N", "method": "the ωB97M-V functional and the def2-TZVPD basis", "e_homo_ev": -7.9, "homo_lumo_gap_ev": 8.095, "smiles": "C=N/C=C/C", "energy_ha": -211.22533, "de_lowest_ev": 3.683, "species": ["C", "N", "C", "C", "C", "H", "H", "H", "H", "H", "H", "H"], "coordinates": [[0.00184, 1.62864, 1.87016], [0.51375, 0.74113, 1.04154], [-0.17041, 0.41319, -0.12745], [0.14254, -0.91071, -0.54337], [-0.37983, -1.59944, -1.90279], [-1.00907, 1.45940, 2.22471], [0.61843, 2.20538, 2.59569], [-0.40580, 1.14703, -1.01316], [1.08936, -1.42277, -0.21202], [-1.46606, -1.43924, -2.11090], [-0.30065, -2.73666, -1.74085], [0.31269, -1.59114, -2.81350]]}